Formula: C34H39InN4O7P2
Source: OMol25
Level of theory: ωB97M-V with the def2-TZVPD basis set

```
! wB97M-V def2-TZVPD RIJCOSX def2/J DEFGRID3
* xyz 0 1
In 2.05559 -1.20024 0.22022
N 0.77867 -2.96897 -0.45117
C 0.37751 -3.60992 0.83165
C 1.34988 -3.47346 2.01298
O 1.14570 -4.19733 2.98489
N 2.26719 -2.57025 1.80288
C 3.16236 -2.07250 2.84808
C 3.73464 -0.70289 2.46653
O 4.40287 -0.21260 3.32754
O 3.39286 -0.17305 1.35787
H -0.01728 -2.75031 -1.08761
H 1.45498 -3.53473 -0.95218
H 0.10790 -4.65920 0.68343
H -0.51564 -2.95139 1.14409
H 3.94440 -2.86064 2.96083
H 2.61713 -2.05074 3.80637
N -1.33321 0.11046 1.17722
P -1.88981 -0.25561 -0.44655
C -3.62377 -0.68862 0.05120
C -4.72825 -0.00093 -0.40106
C -6.00497 -0.45284 -0.08602
C -6.20567 -1.64501 0.50592
C -5.08760 -2.42646 0.83148
C -3.84497 -1.89074 0.69794
C -2.09381 1.40339 -1.15888
C -1.59298 1.45005 -2.46134
C -1.43513 2.64045 -3.12156
C -1.89220 3.83096 -2.53735
C -2.50335 3.71665 -1.29022
C -2.55873 2.54811 -0.55356
P 0.25706 0.46312 1.45181
C 0.55623 2.24367 1.46388
C 1.86123 2.60527 1.16550
C 2.30958 3.89460 1.27343
C 1.43351 4.89154 1.64956
C 0.07912 4.61990 1.69218
C -0.33576 3.30613 1.64702
C 0.34230 0.02805 3.13826
C -0.41739 -1.04583 3.53271
C -0.19652 -1.61559 4.77122
C 0.75441 -1.08517 5.61933
C 1.52165 -0.02400 5.21497
C 1.28975 0.56437 3.98345
H -2.00125 0.44798 1.83708
H -4.49564 0.96597 -0.92352
H -6.83167 0.18547 -0.38878
H -7.20581 -2.04609 0.57994
H -5.12000 -3.45099 1.20789
H -2.97403 -2.50642 0.86590
H -1.16359 0.58393 -2.89781
H -0.92098 2.83735 -4.08469
H -1.76148 4.77934 -2.98333
H -2.78931 4.65182 -0.79962
H -3.03277 2.55528 0.43780
H 2.63959 1.81971 1.05628
H 3.36770 4.10279 1.15193
H 1.78613 5.93419 1.79892
H -0.64902 5.35949 1.92087
H -1.44556 3.09566 1.62820
H -1.11706 -1.47517 2.87861
H -0.69567 -2.61332 5.03887
H 1.06318 -1.47677 6.55488
H 2.30100 0.44691 5.84234
H 1.92558 1.33937 3.64243
C 3.60428 1.58594 -1.84614
C 2.52066 0.65216 -2.43075
C 1.91159 1.22206 -3.68631
O 1.56804 0.54305 -1.28915
C 3.06841 -0.82219 -2.59823
O 3.41913 -1.16199 -3.73919
O 3.18699 -1.52644 -1.51754
H 3.31095 2.66890 -1.92611
H 4.50160 1.51692 -2.47916
H 3.79766 1.29452 -0.87344
H 1.72268 2.30543 -3.60432
H 1.04526 0.66168 -3.86880
H 2.64123 0.99880 -4.50062
H 0.66283 0.50370 -1.58892
C -1.34621 -2.79228 -4.58078
C -0.12505 -2.28735 -3.95505
N 1.01313 -2.57018 -4.62844
O -0.13202 -1.65128 -2.90748
H -1.73149 -1.95868 -5.16589
H -2.09986 -3.02032 -3.83129
H -1.25091 -3.71442 -5.22915
H 0.94378 -3.03995 -5.55473
H 1.96854 -2.14228 -4.32963
*
```

Results
* relative energy (zero: lowest compared OMol25 entry of this formula, charge and spin): 0.00 kcal per mole
* E_LUMO: 0.021 eV
* molar mass: 792.473 g mol⁻¹